Density functional theory data (wB97M-V/def2-TZVPD) for a single C19H21F3N4O8S molecule at a distorted geometry.

Last column: Löwdin charge in e.
Cartesian coordinates (Å):
C1 -2.5192 -0.6501 4.1609  0.004
O1 -2.5687 0.4449 3.1952  -0.037
C2 -1.6104 0.5845 2.2689  -0.406
O2 -0.7773 -0.2763 2.0177  0.114
C3 -1.6848 1.9513 1.6218  -0.156
C4 -3.0659 2.1648 0.9752  -0.088
C5 -2.8003 2.5936 -0.4776  -0.119
C6 -1.2819 2.8293 -0.5829  -0.125
N1 -0.6922 2.1114 0.5720  0.021
C7 0.6193 2.3736 0.9000  -0.047
C8 1.6226 1.4023 1.4211  -0.123
C9 2.8160 2.0889 2.1423  -0.127
C10 3.2236 3.4720 1.6296  -0.181
C11 2.0390 4.4063 1.4237  -0.174
C12 1.0331 3.7329 0.4734  -0.111
H1 -3.4067 -0.4962 4.7742  0.092
H2 -2.5602 -1.6141 3.6623  0.099
H3 -1.6255 -0.5753 4.8067  0.105
H4 -1.5188 2.6805 2.4419  0.177
H5 -3.6579 1.2346 1.0073  0.131
H6 -3.6064 2.9483 1.5336  0.128
H7 -3.1121 1.8034 -1.1801  0.121
H8 -3.3703 3.4970 -0.7537  0.118
H9 -0.8746 2.4741 -1.5269  0.112
H10 -1.1176 3.9224 -0.5482  0.112
H11 1.1173 0.7534 2.2434  0.175
H12 2.6328 2.1132 3.2254  0.130
H13 3.6856 1.4408 2.0134  0.078
H14 3.9297 3.9095 2.3435  0.122
H15 3.7468 3.4124 0.6690  0.122
H16 1.5574 4.6600 2.3649  0.114
H17 2.3195 5.3899 0.9985  0.125
H18 1.5058 3.6347 -0.5350  0.172
H19 0.1561 4.4061 0.3852  0.114
O3 5.4469 -0.3893 2.2837  -0.297
S1 5.0068 -0.5161 0.9081  0.773
O4 5.1792 0.5769 -0.0294  -0.307
C13 5.9863 -2.0270 0.2784  -0.600
F1 7.2725 -1.6044 0.2409  0.121
F2 5.8837 -3.0828 1.1112  0.130
F3 5.5964 -2.4060 -0.9592  0.130
C14 3.2332 -0.8942 0.8617  -0.221
C15 2.1640 0.1798 0.4603  -0.105
C16 1.0400 -0.6048 -0.0930  -0.128
N2 0.1530 -0.2010 -1.0380  -0.146
O5 0.1706 0.6364 -1.9429  0.009
O6 -0.9992 -1.0653 -0.7987  0.003
N3 -0.6594 -2.1085 -0.0153  0.124
C17 0.6358 -1.8565 0.3774  -0.168
C18 1.5516 -2.6520 1.1597  -0.088
N4 1.2378 -3.9095 1.7961  -0.349
O7 0.0849 -4.3761 1.6066  0.023
O8 2.0705 -4.4657 2.5330  0.017
C19 2.8788 -2.1255 1.3418  -0.002
H20 2.5830 0.8663 -0.3373  0.161
H21 3.6100 -2.7479 1.8829  0.128

## Properties
* energy: -61360.1755 eV
* gap between HOMO and LUMO: 4.935 eV
* energy above the lowest of the compared OMol25 structures with the same formula, charge and spin: 174.81 kJ/mol



Density functional theory data (wB97M-V/def2-TZVPD) for a gas-phase ion, C4H9O4S (charge -1) at a distorted geometry.

Last column: Löwdin charge in e.
Cartesian coordinates (Å):
C1 0.6389 -0.9841 -1.2150  -0.036
C2 0.4441 -1.2120 1.2844  -0.110
C3 0.6089 2.0443 -0.3667  -0.124
C4 0.2737 -0.3466 0.1304  -0.551
O1 -2.2617 0.7370 -0.9036  -0.429
O2 -1.9152 1.0002 1.4870  -0.362
O3 -2.3866 -1.2102 0.5631  -0.404
O4 0.9204 0.8959 0.3442  -0.182
S1 -1.7641 0.0989 0.3655  0.470
H1 0.8666 -0.1770 -1.9871  0.097
H2 -0.1510 -1.6163 -1.4765  0.053
H3 1.5835 -1.5930 -1.2032  0.087
H4 0.0453 -0.8809 2.2700  0.096
H5 1.4486 -1.6343 1.4095  0.073
H6 -0.1681 -2.1785 0.9920  0.119
H7 0.9554 2.9616 0.1680  0.100
H8 -0.3833 2.0188 -0.5905  0.022
H9 1.2445 2.0762 -1.2715  0.080

## Properties
* SMILES: COC(C)(C)S(=O)(=O)[O-]
* total charge: -1
* energy: -23319.5298 eV
* gap between HOMO and LUMO: 8.425 eV
* energy above the lowest of the compared OMol25 structures with the same formula, charge and spin: 181.61 kJ/mol



Density functional theory data (wB97M-V/def2-TZVPD) for a single C5H5NO molecule at a distorted geometry.

Last column: Löwdin charge in e.
Cartesian coordinates (Å):
O1 -0.2035 -1.9003 -1.0900  -0.059
C1 0.9205 -0.0673 0.1145  -0.061
C2 0.2637 1.2630 0.2192  -0.246
C3 -0.4866 0.2428 -0.4913  -0.093
C4 -1.0307 -0.7830 -1.1037  -0.135
C5 -0.1726 1.6163 1.5485  -0.176
N1 -0.4693 1.8296 2.6444  0.158
H1 -0.3366 -2.3464 -0.2421  0.104
H2 1.0195 -0.7042 1.0035  0.123
H3 1.7458 -0.2135 -0.5859  0.120
H4 0.7157 2.0331 -0.3861  0.147
H5 -1.9589 -0.9723 -1.6382  0.117

## Properties
* SMILES: N#C[C@H]1C/C1=C\O
* energy: -8799.8059 eV
* gap between HOMO and LUMO: 10.876 eV
* energy above the lowest of the compared OMol25 structures with the same formula, charge and spin: 348.61 kJ/mol



Density functional theory data (wB97M-V/def2-TZVPD) for 2 unconnected molecules or ions with the total composition C6H7N4O4S at a distorted geometry.

Last column: Löwdin charge in e.
Cartesian coordinates (Å):
C1 2.2864 -2.5310 0.3476  -0.156
C2 1.2189 -1.6330 0.5791  -0.019
C3 -1.1675 -0.6786 -1.7282  -0.394
C4 1.1468 0.7736 -0.2437  -0.134
C5 0.1997 1.3483 0.5090  -0.136
C6 -0.2951 2.7535 0.3089  -0.098
N1 3.1832 -2.0020 -0.5376  -0.005
N2 2.6787 -0.8563 -0.8447  -0.021
N3 1.5203 -0.5457 -0.2372  -0.137
N4 -1.9534 -1.1096 -0.9400  0.040
O1 -2.6336 0.9462 0.2052  -0.336
O2 -0.4853 -0.2031 -2.5740  0.108
O3 -3.9400 -1.1622 0.4314  -0.340
O4 -1.7848 -0.8671 1.5681  -0.365
S1 -2.6758 -0.4654 0.4906  0.403
H1 2.3565 -3.5347 0.7239  0.073
H2 0.1790 -1.7090 0.8959  0.088
H3 1.6480 1.3009 -1.2001  0.167
H4 -0.3671 0.7562 1.2285  0.080
H5 0.0567 3.3293 1.1516  0.059
H6 -1.4001 2.7809 0.2976  0.068
H7 0.2288 3.3089 -0.4321  0.055

## Properties
* total charge: -1
* energy: -31321.4155 eV
* gap between HOMO and LUMO: 9.483 eV
* energy above the lowest of the compared OMol25 structures with the same formula, charge and spin: 0.00 kJ/mol



Density functional theory data (wB97M-V/def2-TZVPD) for a molecular structure, C5H11O4 at a distorted geometry.

Last column: Löwdin charge in e.
Cartesian coordinates (Å):
H1 -3.9470 -0.5022 0.6861  0.037
O1 -2.9923 -0.3440 0.4962  -0.161
H2 -2.4909 0.4705 -0.2171  0.020
C1 -1.4133 1.0797 -0.3434  -0.206
C2 -0.3729 0.0888 -0.6977  -0.142
C3 0.9746 -0.1050 0.0468  -0.388
O2 0.8821 0.7968 -1.0196  0.009
C4 0.9866 0.3569 1.5216  0.006
C5 1.7845 -1.3300 -0.4490  -0.193
O3 3.1602 -1.1671 -0.2329  -0.067
O4 -1.8213 1.8399 -1.4465  -0.015
H3 -1.0515 1.7246 0.4585  0.129
H4 -0.6526 -0.6662 -1.4443  0.156
H5 0.4532 -0.4733 2.0380  0.099
H6 2.0111 0.3837 1.9412  0.083
H7 0.4679 1.3339 1.7642  0.095
H8 1.5364 -2.2315 0.1393  0.129
H9 1.6265 -1.4570 -1.5443  0.137
H10 3.6280 -2.0078 -0.4297  0.107
H11 -2.7693 2.2095 -1.2674  0.166

## Properties
* energy: -13547.7458 eV
* gap between HOMO and LUMO (spin up / spin down): 9.766 / 8.860 eV
* ⟨S²⟩: 0.7560
* spin multiplicity: 2
* energy above the lowest of the compared OMol25 structures with the same formula, charge and spin: 233.71 kJ/mol



Density functional theory data (wB97M-V/def2-TZVPD) for 8 unconnected molecules or ions with the total composition C14H45O8 at a distorted geometry.

Last column: Löwdin charge in e.
Cartesian coordinates (Å):
O1 -0.2690 0.5129 0.5525  0.164
H1 0.6740 0.7269 0.0875  0.171
H2 -0.1970 -0.4901 0.8245  0.152
H3 -0.2620 1.1929 1.2005  0.055
C1 -2.2380 3.5679 0.0735  -0.028
C2 -1.6580 4.0009 1.4215  -0.225
O2 -0.4150 3.2669 1.5815  -0.066
H4 -2.1530 2.6009 -0.0565  -0.020
H5 -1.4860 3.8829 -0.7095  0.107
H6 -3.2540 3.9619 0.0435  0.098
H7 -2.3770 3.8809 2.1285  0.085
H8 -1.3350 4.9039 1.3935  0.054
H9 0.0170 3.4029 2.3935  0.063
C3 0.7300 2.2799 -2.9655  -0.067
C4 1.6690 1.5909 -3.9635  -0.337
O3 2.6750 1.1879 -3.1325  -0.107
H10 1.2510 3.0489 -2.5025  0.061
H11 0.4910 1.4119 -2.2545  0.084
H12 -0.1140 2.5969 -3.4935  0.059
H13 2.0020 2.4329 -4.6935  0.142
H14 1.1970 0.7639 -4.5825  0.134
H15 3.1530 0.4689 -3.5815  0.115
C5 -1.5390 -2.7661 1.9165  -0.052
C6 -0.5340 -3.3241 0.8185  -0.307
O4 0.4470 -2.3221 0.7275  -0.160
H16 -0.9830 -2.2581 2.7205  0.066
H17 -2.0160 -3.7751 2.1085  0.099
H18 -2.2130 -2.0011 1.5065  0.046
H19 -1.1100 -3.6271 -0.0925  0.118
H20 -0.0860 -4.2851 0.9805  0.094
H21 1.2220 -2.5621 0.0565  0.086
C7 -2.5860 0.6179 3.4565  -0.033
C8 -1.2570 0.6459 4.1305  -0.278
O5 -0.2600 0.3639 3.1605  -0.104
H22 -3.3540 0.7469 4.2055  0.100
H23 -2.5300 -0.3251 2.9845  0.048
H24 -2.5560 1.3389 2.7195  0.044
H25 -1.1460 -0.0771 4.9225  0.120
H26 -0.9150 1.6249 4.4225  0.111
H27 0.6020 0.3009 3.5205  0.068
C9 -2.1120 -0.7451 -2.1625  -0.102
C10 -3.3280 -0.7661 -1.3025  -0.367
O6 -3.1250 0.0739 -0.2285  -0.084
H28 -1.9580 0.3189 -2.6225  0.114
H29 -2.2680 -1.3881 -3.1595  0.138
H30 -1.3290 -1.0161 -1.6765  -0.040
H31 -3.6880 -1.7461 -1.0365  0.111
H32 -4.0010 -0.2651 -2.1215  0.140
H33 -3.9070 -0.1131 0.3465  0.118
C11 1.6040 -2.1611 -2.4635  -0.045
C12 2.4900 -3.3441 -1.9525  -0.224
O7 2.1110 -3.7761 -0.6275  -0.099
H34 1.9350 -1.9981 -3.4535  0.078
H35 1.3670 -1.3711 -1.6335  0.105
H36 0.7190 -2.5591 -2.5885  0.006
H37 3.4060 -2.7821 -1.8805  0.107
H38 2.4750 -4.0321 -2.6415  0.066
H39 2.4670 -4.7141 -0.5375  0.155
C13 3.3930 0.4089 1.8955  -0.077
C14 3.4940 0.1279 0.3555  -0.290
O8 2.4520 0.7969 -0.3325  -0.156
H40 2.4090 0.2089 2.2035  -0.001
H41 3.7720 1.4519 2.2155  0.114
H42 3.8020 -0.5841 2.3795  0.122
H43 3.1680 -0.9131 0.1425  0.101
H44 4.6070 0.4779 0.1475  0.159
H45 2.7610 0.9009 -1.2935  0.090

## Properties
* total charge: +1
* energy: -31614.5754 eV
* gap between HOMO and LUMO: 10.650 eV